[1]
A cluster of 4 separate species, C17H38INO6PS4 in total, computed with ωB97M-V/def2-TZVPD.

Last column: Mulliken charge in e.
Positions of all 68 atoms, in Å:
C  1.829151  -1.155381  -0.342926  -1.0947
C  0.372763  -1.294706  -0.750097  -0.6140
C  -0.459572  -0.069004  -0.523978  -1.2457
I  0.372263  1.534621  -1.765288  -0.1136
P  -2.353492  -0.263190  -0.998229  1.1175
S  -2.569689  -1.949598  0.502717  -0.4897
C  -2.904773  0.981178  0.401621  -0.7316
C  -2.827442  2.407292  0.021132  -0.1094
N  -3.643707  2.977675  -0.754608  -0.7929
H  2.377881  -0.505836  -1.011982  0.4124
H  2.322365  -2.117139  -0.348086  0.4181
H  1.898734  -0.740727  0.652544  0.0682
H  0.328247  -1.603807  -1.783143  0.4803
H  -0.014712  -2.120958  -0.173738  0.3332
H  -0.301583  0.293313  0.476670  0.4637
H  -1.938297  -1.194225  -2.061878  -0.2035
H  -3.744393  -0.446882  -1.337755  -0.0642
H  -2.291410  0.788970  -1.975680  -0.1502
H  -3.802359  -2.378653  0.218874  0.1058
H  -2.296226  0.833814  1.288109  -0.0348
H  -3.911796  0.739110  0.697055  0.6259
H  -2.037069  3.027208  0.421633  0.4476
H  -4.317143  2.272345  -1.063523  0.2947
C  7.153352  0.650390  2.328720  -0.5306
C  7.214152  0.400304  0.815029  -0.6527
C  5.771914  0.226318  0.320098  -0.6815
S  4.739767  1.175083  1.442541  1.1788
O  3.891077  0.261924  2.162619  -0.5556
O  4.205114  2.321567  0.762610  -0.7528
C  6.061641  1.696377  2.534551  -0.7612
H  8.110445  0.990011  2.723029  0.3658
H  6.884429  -0.273393  2.845230  0.2705
H  7.672264  1.260432  0.322522  0.3007
H  7.817546  -0.473780  0.574690  0.3229
H  5.627866  0.606036  -0.687452  0.3763
H  5.445161  -0.810065  0.373763  0.3608
H  5.688255  1.744840  3.554623  0.3702
H  6.387309  2.682769  2.206404  0.3544
C  0.735245  0.798459  5.205309  -0.7073
C  0.219147  -0.402772  6.009581  -0.5763
C  -0.147892  -1.501579  5.003324  -0.7994
S  0.911445  -1.246402  3.570400  1.1653
O  0.085419  -0.892548  2.452446  -0.5149
O  1.871073  -2.319673  3.489807  -0.7754
C  1.714456  0.232008  4.180921  -0.4741
H  1.212198  1.540733  5.845169  0.3797
H  -0.098186  1.281603  4.691074  0.3177
H  1.008032  -0.760689  6.675646  0.2781
H  -0.636884  -0.137501  6.629443  0.3592
H  0.031574  -2.498691  5.396158  0.3284
H  -1.178524  -1.417236  4.663975  0.3705
H  1.918609  0.899499  3.352809  0.2537
H  2.647380  -0.076315  4.650313  0.3592
C  -4.529597  -1.476209  -6.235201  -0.6463
C  -5.331916  -0.299975  -6.810645  -0.5985
C  -5.940524  0.461024  -5.625433  -0.7522
S  -4.830530  0.188974  -4.229977  1.2462
O  -5.543119  -0.578045  -3.244740  -0.6778
O  -4.162602  1.418656  -3.920429  -0.6625
C  -3.701653  -0.897508  -5.091510  -0.6444
H  -3.896232  -1.941538  -6.990006  0.3662
H  -5.212319  -2.237811  -5.851700  0.3045
H  -4.661281  0.358756  -7.366250  0.2935
H  -6.106104  -0.636111  -7.500760  0.3191
H  -6.012126  1.529320  -5.810718  0.3240
H  -6.916626  0.066410  -5.350687  0.3413
H  -3.326342  -1.642417  -4.393419  0.3477
H  -2.880151  -0.286660  -5.463319  0.3855

Cartesian forces, eV/Å:
C 0.1 0.1 0.0
C 0.8 -0.1 0.0
C -0.2 -0.2 -0.4
I -0.1 0.0 0.1
P -0.5 1.2 -1.5
S 0.4 -1.0 1.0
C 0.9 0.3 0.6
C -0.2 -0.4 0.0
N -0.5 0.5 -0.5
H 0.1 0.3 -0.2
H 0.2 -0.4 0.1
H 0.1 0.1 0.3
H -0.2 -0.1 -0.5
H -0.5 -0.2 0.3
H -0.1 0.2 0.4
H 0.0 -0.2 0.2
H 0.0 -0.3 0.1
H 0.1 0.1 0.2
H -0.1 0.2 -0.3
H 0.2 -0.3 0.2
H -0.5 -0.3 -0.2
H 0.5 0.1 0.1
H -0.1 0.1 -0.2
C 0.0 0.0 -0.1
C 0.0 0.0 0.0
C 0.4 -0.1 -0.1
S 0.0 0.0 -0.2
O 0.0 0.1 0.1
O -0.1 0.0 0.1
C 0.3 -0.1 0.1
H 0.0 0.0 0.0
H 0.0 0.0 0.0
H 0.0 0.0 0.0
H 0.0 0.0 0.0
H -0.2 0.0 0.0
H -0.1 0.0 0.1
H -0.1 0.0 0.0
H 0.0 0.0 0.0
C -0.1 -0.1 0.0
C 0.0 0.0 0.0
C -0.1 0.1 0.4
S 0.2 0.0 0.1
O 0.0 -0.1 0.0
O -0.1 -0.1 -0.1
C -0.2 0.3 0.4
H 0.0 0.0 0.0
H 0.0 0.0 0.0
H 0.0 0.0 0.0
H 0.0 0.0 0.0
H 0.0 -0.1 -0.1
H 0.0 0.0 -0.1
H 0.0 -0.1 -0.2
H 0.0 0.0 -0.1
C -0.1 0.1 0.0
C 0.0 0.0 0.0
C -0.1 -0.1 -0.4
S 0.2 -0.1 -0.1
O -0.2 0.1 0.0
O -0.2 0.2 0.2
C 0.0 -0.3 -0.2
H 0.0 0.0 0.0
H 0.0 0.0 0.0
H 0.0 0.0 0.0
H 0.0 0.0 0.0
H 0.0 0.0 0.1
H 0.0 0.0 0.1
H 0.0 0.1 0.1
H 0.0 0.0 0.1

Charge: -1
HOMO: -0.1355 hartree
Kohn-Sham gap: 5.64 eV
Multiplicity: 1
LUMO level: 0.07170 hartree


[2]
A cluster of 2 separate species, C2H9NO2 in total, computed with ωB97M-V/def2-TZVPD.

Last column: Löwdin spin population.
Positions of all 14 atoms, in Å:
C  2.955456  1.504583  -1.823438  0.0000
O  3.873830  1.640424  -0.763397  0.0000
H  3.130921  2.353455  -2.486583  0.0000
H  1.940715  1.344976  -1.472778  0.0000
H  3.177416  0.648214  -2.485946  0.0000
H  3.972221  0.846750  -0.236184  0.0000
N  -3.002797  -1.579485  0.098499  0.6576
C  -2.463539  -1.315523  1.400918  0.0627
O  -1.547534  -0.306814  1.252394  0.2001
H  -3.242074  -0.741215  -0.436711  0.0099
H  -2.376580  -2.137312  -0.503820  0.0209
H  -2.008302  -2.185649  1.860714  0.0146
H  -3.312147  -1.047445  2.052194  0.0310
H  -1.545223  0.341237  1.976502  0.0031

Cartesian forces, eV/Å:
C 0.8 -0.9 -0.7
O 0.2 0.4 0.2
H -0.6 0.2 0.4
H -0.4 0.5 0.0
H 0.1 0.0 0.4
H -0.2 -0.2 -0.2
N 2.1 0.8 -1.1
C -0.9 -0.2 1.6
O 0.4 0.4 -0.5
H -0.6 0.2 0.2
H -0.8 -0.7 0.2
H 0.1 -0.5 -0.3
H 0.0 0.1 0.0
H -0.3 0.0 -0.1

Charge: +1
HOMO (alpha / beta): -0.4565 / -0.4565 hartree
Kohn-Sham gap (alpha / beta): 8.63 / 2.55 eV
Multiplicity: 2
LUMO level (alpha / beta): -0.13925 / -0.36274 hartree
<S²>: 0.76


Listing energy relative to the best compared isomer or geometry (same formula, charge and spin) for the structures above in their given order: 0.513, 2.439 eV.